# 1
{"formula": "C10H18O2", "method": "ωB97M-V/def2-TZVPD", "elements": ["C", "C", "C", "C", "C", "C", "C", "C", "C", "C", "H", "H", "H", "H", "H", "H", "H", "H", "H", "H", "H", "H", "H", "H", "H", "H", "H", "H", "O", "O"], "coordinates": [[1.39348, -1.17872, 0.10582], [2.49896, -0.27397, -0.39527], [3.90763, -0.43711, 0.22346], [4.04903, 1.09949, 0.19516], [2.51243, 1.19789, 0.06764], [-3.49503, -0.83122, 0.64245], [-4.15763, 0.11520, -0.39787], [-2.97080, 1.07834, -0.55997], [-1.74946, 0.14662, -0.73395], [-2.15607, -0.09350, 0.73445], [-0.52631, -1.29617, -0.13187], [1.59707, -2.24696, -0.14571], [1.32954, -1.12978, 1.22207], [2.55735, -0.31560, -1.50514], [4.64181, -1.03503, -0.33022], [3.85262, -0.81547, 1.25561], [4.52428, 1.59227, 1.06648], [4.54830, 1.43913, -0.71727], [2.09042, 1.95068, -0.61550], [2.02949, 1.29354, 1.04683], [-3.40855, -1.87101, 0.29100], [-4.01922, -0.83460, 1.60435], [-4.42896, -0.38853, -1.33250], [-5.03910, 0.62954, -0.00048], [-3.10510, 1.99545, -1.13532], [-0.86372, 0.73924, -0.82648], [-1.82484, -0.68703, -1.45337], [-1.41161, -0.40051, 1.49998], [0.18662, -0.73541, -0.49056], [-2.56260, 1.29321, 0.81616]], "de_lowest_kcal_mol": 90.0, "energy_ev": -14753.3680, "lumo_energy_ev": 0.813, "orbital_gap_ev": 10.33, "mol_weight_g_mol": 170.25, "homo_energy_ev": -9.517, "multiplicity": 1}

=====

# 2
{"formula": "C5H9O2P", "method": "ωB97M-V/def2-TZVPD", "elements": ["C", "C", "C", "C", "C", "O", "O", "P", "H", "H", "H", "H", "H", "H", "H", "H", "H"], "coordinates": [[2.50665, 0.45241, 0.08956], [1.40715, 1.39114, -0.05602], [-0.13511, -0.32172, 0.10568], [-0.87213, -1.15973, -0.93106], [-1.26250, 0.26089, 1.05404], [0.83608, -0.96470, 0.81822], [0.30163, 0.81637, -0.62027], [4.03681, -0.03313, -0.08215], [1.04111, 1.88514, 1.00527], [1.77128, 2.24304, -0.72751], [-0.19967, -2.00782, -0.99185], [-1.00831, -0.61182, -1.80173], [-1.93321, -1.41641, -0.62869], [-2.00938, -0.41002, 1.50502], [-2.01046, 1.01061, 0.59974], [-0.96208, 0.97126, 1.85195], [4.03841, -1.36841, 0.60681]], "de_lowest_kcal_mol": 143.9, "energy_ev": -18708.6454, "lumo_energy_ev": [-1.573, -1.574], "orbital_gap_ev": [7.24, 7.24], "mol_weight_g_mol": 132.10, "homo_energy_ev": [-8.818, -8.818], "multiplicity": 1}